P) This record from the Open Molecules 2025 dataset describes a cluster of 3 separate species, C5H16N2O in total. The level of theory is wB97M-V/def2-TZVPD.

Last column: Löwdin charge in e.
CARTESIAN COORDINATES (ANGSTROEM)
H1 -2.283 1.199 -0.454  0.102
H2 -4.489 0.329 -0.215  0.076
H3 -0.594 0.708 -1.525  0.152
H4 0.185 1.514 0.608  0.110
O1 2.423 0.028 -1.827  -0.395
N1 2.862 -0.070 1.016  0.092
H5 -3.846 -1.099 0.589  0.097
H6 1.176 -1.185 0.531  0.054
H7 0.953 -0.082 2.058  0.151
H8 0.525 -0.583 -1.261  0.055
C1 0.712 0.731 0.114  -0.273
H9 -4.142 0.482 1.400  0.051
H10 -1.079 -1.287 0.913  0.153
C2 -3.736 0.023 0.529  -0.165
C3 1.445 -0.190 1.071  -0.258
C4 -0.141 0.019 -0.748  -0.304
C5 -1.383 -0.557 -0.098  -0.237
H11 1.028 -2.207 0.694  0.317
H12 2.950 0.050 -0.030  0.057
H13 -1.807 -1.271 -0.846  0.112
N2 -2.424 0.463 0.229  -0.134
H14 3.005 -0.174 -2.544  -0.106
H15 3.214 -1.013 1.291  0.123
H16 1.374 1.498 -0.507  0.169

Total charge: 0
HOMO in eV: -7.78

Q) This record from the Open Molecules 2025 dataset describes a cluster of 2 separate species, C5H16N2O in total. The level of theory is wB97M-V/def2-TZVPD.

Last column: Löwdin charge in e.
CARTESIAN COORDINATES (ANGSTROEM)
H1 -1.457 0.286 0.324  0.062
N1 -0.053 -1.188 0.414  -0.069
H2 -0.596 0.135 -1.325  0.120
H3 -0.930 -1.255 -3.369  0.088
H4 0.935 -3.270 -1.951  0.129
C1 -0.726 -2.298 -0.461  -0.201
H5 -0.948 -3.097 0.284  0.101
C2 -0.577 0.113 -0.137  -0.237
H6 0.261 4.406 5.123  0.027
O1 0.703 5.257 5.253  -0.093
H7 0.358 2.235 -0.474  0.098
H8 -0.407 1.646 2.080  0.100
H9 0.291 -2.173 -3.890  0.080
N2 0.465 1.783 1.466  -0.043
C3 0.019 -1.680 -2.921  -0.180
H10 0.711 -0.837 -2.637  0.082
H11 1.386 0.920 -0.175  0.103
H12 1.173 1.269 1.953  0.039
H13 0.534 5.821 4.444  0.064
H14 0.916 -1.385 0.409  0.067
C4 0.390 1.299 0.086  -0.291
H15 -1.763 -1.735 -0.645  0.140
H16 -0.647 -3.601 -2.042  0.116
C5 -0.037 -2.651 -1.810  -0.303

Total charge: 0
HOMO in eV: -8.85
SMILES string: CCCNCCN.O

Most stable to least stable, the ends of the list are Q) and P).

P) This record from the Open Molecules 2025 dataset describes a cluster of 2 separate species, C5H16N2O in total. The level of theory is wB97M-V/def2-TZVPD.

Last column: Löwdin charge in e.
CARTESIAN COORDINATES (ANGSTROEM)
H1 3.438 1.057 -1.218  0.045
O1 2.575 0.741 -0.933  -0.053
C1 -1.349 -0.238 0.143  -0.170
H2 0.568 0.098 1.074  0.076
H3 -1.286 -2.775 0.150  0.083
C2 -0.573 -1.143 -0.829  -0.235
H4 -1.138 -1.072 -1.762  0.102
C3 -0.380 0.628 1.010  -0.196
C4 0.684 -2.633 0.500  -0.149
H5 0.728 2.431 1.032  0.109
H6 -1.550 3.259 0.901  0.069
H7 0.566 1.843 -0.489  0.087
H8 -0.856 0.795 1.980  0.104
H9 0.448 -0.846 -1.050  0.092
H10 2.401 1.242 -0.130  0.017
H11 -2.101 -0.736 0.749  0.106
H12 -1.798 2.552 -0.548  0.053
H13 0.686 -1.874 1.292  0.060
H14 1.585 -2.324 -0.021  0.072
N1 -0.466 -2.573 -0.411  -0.108
C5 -0.057 1.998 0.398  -0.327
N2 -1.091 2.942 0.054  0.007
H15 -1.857 0.518 -0.464  0.083
H16 0.829 -3.646 0.861  0.074

Total charge: 0
HOMO in eV: -8.70
SMILES string: CNCCCCN.O

Q) This record from the Open Molecules 2025 dataset describes a cluster of 2 separate species, C5H16N2O in total. The level of theory is wB97M-V/def2-TZVPD.

Last column: Löwdin charge in e.
CARTESIAN COORDINATES (ANGSTROEM)
H1 1.720 0.915 0.928  0.135
H2 -0.048 2.937 -0.799  0.032
H3 3.266 -0.895 -0.263  0.020
C1 -0.941 0.192 1.773  -0.097
H4 -1.414 1.124 1.499  0.055
H5 2.306 -0.629 -1.723  0.120
H6 -2.253 -3.336 -0.782  0.093
C2 -0.416 -0.648 0.609  -0.398
H7 1.670 1.505 -0.826  0.082
C3 -1.257 -2.746 -0.687  -0.121
H8 -0.481 -3.400 -0.107  0.100
C4 -1.571 -1.281 -0.206  -0.235
H9 0.085 -0.211 -1.311  0.064
N1 0.280 0.222 -0.443  -0.054
N2 2.660 -0.296 -0.736  -0.004
H10 -0.131 0.394 2.559  0.086
H11 0.163 -1.449 1.067  0.121
C5 1.665 0.637 -0.168  -0.294
O1 -0.407 3.528 -0.099  -0.070
H12 -1.861 -0.267 2.346  0.103
H13 -0.862 -2.506 -1.629  0.020
H14 -1.923 -0.754 -1.154  0.126
H15 -0.028 3.265 0.729  0.006
H16 -2.413 -1.326 0.587  0.111

Total charge: 0
HOMO in eV: -8.81
SMILES string: CC[C@H](C)NCN.O

R) This record from the Open Molecules 2025 dataset describes a cluster of 2 separate species, C5H16N2O in total. The level of theory is wB97M-V/def2-TZVPD.

Last column: Löwdin charge in e.
CARTESIAN COORDINATES (ANGSTROEM)
C1 -0.317 -1.004 0.197  -0.233
H1 -0.487 0.489 -1.462  0.122
H2 -0.391 -2.008 -1.575  0.107
N1 0.098 -2.157 -0.683  -0.164
H3 0.168 1.403 1.500  0.130
H4 -1.419 1.320 0.681  0.115
N2 -0.110 2.766 -0.084  -0.147
H5 -0.063 3.463 1.912  0.079
H6 1.072 0.424 -0.591  0.105
H7 0.275 -1.144 1.121  0.121
C2 -0.338 1.496 0.520  -0.311
H8 -0.552 3.046 -0.969  0.125
H9 0.040 -3.799 0.825  0.081
O1 2.903 -1.555 -1.282  -0.113
C3 -0.026 0.377 -0.462  -0.184
H10 -0.159 4.790 0.713  0.079
H11 -1.557 3.695 0.951  0.076
H12 1.979 -1.855 -1.440  -0.001
H13 -1.379 -1.190 0.446  0.105
H14 -1.493 -3.264 0.067  0.066
H15 2.943 -1.371 -0.317  0.037
C4 -0.419 -3.442 -0.113  -0.119
C5 -0.455 3.748 0.922  -0.156
H16 -0.315 -4.230 -0.877  0.079

Total charge: 0
HOMO in eV: -8.65
SMILES string: CNCCCNC.O

Most stable to least stable, the ends of the list are P) and Q).

P) This record from the Open Molecules 2025 dataset describes a cluster of 2 separate species, C5H16N2O in total. The level of theory is wB97M-V/def2-TZVPD.

Last column: Löwdin charge in e.
CARTESIAN COORDINATES (ANGSTROEM)
H1 -0.069 -0.054 2.888  0.108
C1 2.145 -1.119 -1.781  -0.112
H2 2.641 -1.272 -2.743  0.068
H3 0.396 -0.826 -3.014  0.098
H4 2.129 -2.101 -1.308  0.076
C2 -0.344 0.714 2.193  -0.320
H5 0.792 2.004 1.067  0.058
N1 0.755 1.651 2.009  0.015
C3 -0.314 -1.176 -1.060  -0.209
C4 0.724 -0.602 -2.007  -0.262
C5 -0.032 -1.003 0.441  -0.221
H6 1.024 -0.758 0.581  0.098
H7 -1.284 -0.862 -1.302  0.087
H8 -0.376 -2.261 -1.219  0.113
H9 1.643 1.250 2.255  0.052
H10 0.728 0.491 -1.952  0.105
N2 -0.856 0.076 1.003  -0.083
O1 -3.614 2.091 0.308  -0.051
H11 -3.038 1.331 0.425  -0.001
H12 -0.226 -1.928 0.986  0.111
H13 2.768 -0.411 -1.253  0.064
H14 -3.153 2.900 0.537  0.033
H15 -1.202 1.202 2.667  0.103
H16 -1.236 0.660 0.279  0.073

Total charge: 0
HOMO in eV: -8.85
SMILES string: CCCCNCN.O

Q) This record from the Open Molecules 2025 dataset describes a cluster of 3 separate species, C5H16N2O in total. The level of theory is wB97M-V/def2-TZVPD.

Last column: Löwdin charge in e.
CARTESIAN COORDINATES (ANGSTROEM)
C1 -0.580 -1.382 -0.986  -0.200
H1 -1.468 -1.099 -1.603  0.111
H2 0.152 0.488 -3.363  0.098
H3 -0.350 0.749 3.126  0.058
C2 0.057 -0.071 1.336  -0.626
C3 0.523 -0.923 -1.952  -0.297
O1 0.243 2.368 -0.208  -0.129
H4 1.500 -1.244 -1.626  0.098
H5 1.420 0.883 -2.304  0.110
H6 0.112 1.959 0.725  -0.007
H7 1.199 -1.734 1.086  0.075
H8 -1.701 0.282 -0.030  0.081
N1 0.432 0.494 -2.351  -0.019
H9 -1.745 -1.163 1.027  0.148
C4 -0.974 -0.609 0.292  -0.208
H10 -0.375 -2.459 -0.720  0.122
H11 0.497 -1.542 -2.812  0.087
H12 0.157 -1.961 2.620  0.099
N2 -0.591 0.917 2.120  -0.038
H13 1.620 -0.812 2.520  0.070
H14 -1.607 1.954 0.728  0.373
H15 0.085 1.893 -1.017  -0.032
H16 0.836 0.444 0.825  0.079
C5 0.780 -1.256 1.995  -0.055

Total charge: 0
HOMO in eV: -7.94

Most stable to least stable, the ends of the list are P) and Q).